# 1
ORCA calculation (wB97M-V/def2-TZVPD) on 2 unconnected molecules or ions with the total composition C5H13INP at a distorted geometry.

- ΔE to the lowest compared entry with this formula, charge and spin: 386.6 kJ/mol
- LUMO level: -2.000 eV
- Frontier orbital gap: 5.55 eV
- 2S+1: 1
- Molar mass: 245.04 g mol⁻¹
- E_HOMO: -7.550 eV

Geometry as XYZ:
```
21
Properties=species:S:1:pos:R:3:mulliken_charge:R:1
C -2.022 0.576 -0.058 -1.840
C -1.062 -1.778 -0.158 -1.847
C -0.063 -0.109 1.536 -1.355
C 0.798 1.556 -0.704 -0.762
C -0.722 -0.189 0.114 1.606
N 0.240 0.224 -0.875 -0.472
P 2.792 -1.190 -0.691 0.055
I 4.572 0.146 0.240 -0.031
H -2.416 0.035 -0.833 0.537
H -2.587 0.469 0.813 0.394
H -2.015 1.613 -0.250 0.440
H -0.726 -2.061 -1.196 0.351
H -2.039 -2.086 0.049 0.423
H -0.421 -2.278 0.500 0.553
H -0.363 0.739 2.101 0.421
H -0.451 -1.003 2.137 0.462
H 1.090 -0.210 1.384 0.087
H 1.758 1.407 -1.244 0.229
H 0.456 2.323 -1.416 0.320
H 0.785 2.024 0.266 0.345
H 2.395 -0.205 -1.715 0.081
```

# 2
ORCA calculation (wB97M-V/def2-TZVPD) on a molecular structure, C3F8N2S2 at a distorted geometry.

- ΔE to the lowest compared entry with this formula, charge and spin: 80.3 kJ/mol
- LUMO level: -2.397 eV
- Frontier orbital gap: 7.79 eV
- 2S+1: 1
- Molar mass: 280.16 g mol⁻¹
- E_HOMO: -10.192 eV

Geometry as XYZ:
```
15
Properties=species:S:1:pos:R:3:mulliken_charge:R:1
C 1.138 0.333 0.477 0.313
C 0.815 1.335 -0.567 0.821
C 1.868 -0.991 0.391 0.756
N -2.920 0.084 0.722 -0.104
N -0.154 0.446 -0.144 -0.691
F 1.260 0.884 1.751 -0.303
F 0.929 2.653 -0.294 -0.241
F 1.494 1.151 -1.695 -0.272
F 3.181 -0.766 -0.037 -0.269
F 1.944 -1.482 1.610 -0.240
F 1.351 -1.876 -0.437 -0.237
F -4.193 -0.365 -1.652 -0.279
F -3.390 -2.110 -0.200 -0.170
S -1.990 1.362 0.851 0.257
S -4.063 -0.681 0.021 0.658
```

# 3
ORCA calculation (wB97M-V/def2-TZVPD) on a single C15H23FN2O4S molecule at a distorted geometry.

- SMILES: CCOc1cc(S(=O)(=O)NCCCN2CCOCC2)ccc1F
- ΔE to the lowest compared entry with this formula, charge and spin: 0.0 kJ/mol
- LUMO level: 0.754 eV
- Frontier orbital gap: 9.63 eV
- 2S+1: 1
- Molar mass: 346.42 g mol⁻¹
- E_HOMO: -8.872 eV

Geometry as XYZ:
```
46
Properties=species:S:1:pos:R:3:mulliken_charge:R:1
C -0.154 6.543 -1.501 -1.392
C 0.176 5.373 -2.412 -0.229
O 0.276 4.217 -1.587 -0.358
C 0.590 3.016 -2.107 -0.169
C 0.695 1.966 -1.187 -0.417
C 1.006 0.691 -1.599 -0.398
S 1.107 -0.593 -0.356 1.553
O 1.999 -0.187 0.691 -0.744
O 1.382 -1.844 -1.018 -0.707
N -0.429 -0.528 0.281 -0.307
C -1.460 -1.155 -0.520 -0.791
C -1.499 -2.678 -0.374 -0.592
C -1.777 -3.111 1.068 -0.930
N -0.749 -2.660 1.996 0.349
C -1.199 -2.654 3.379 -0.630
C -0.100 -2.044 4.251 -0.626
O 1.090 -2.784 4.161 -0.433
C 1.541 -2.825 2.823 -0.504
C 0.487 -3.428 1.894 -0.821
C 1.228 0.390 -2.929 -0.244
C 1.132 1.408 -3.859 -0.757
C 0.818 2.694 -3.450 0.774
F 0.737 3.636 -4.423 -0.318
H -1.094 6.361 -0.986 0.326
H -0.239 7.452 -2.089 0.411
H 0.628 6.669 -0.758 0.329
H 1.125 5.551 -2.930 0.349
H -0.615 5.237 -3.159 0.338
H 0.533 2.167 -0.142 0.466
H -0.427 -0.949 1.215 0.381
H -1.270 -0.884 -1.562 0.404
H -2.420 -0.722 -0.218 0.399
H -0.548 -3.081 -0.719 0.275
H -2.291 -3.076 -1.012 0.457
H -2.725 -2.667 1.388 0.395
H -1.891 -4.209 1.102 0.371
H -2.106 -2.049 3.457 0.384
H -1.421 -3.674 3.737 0.343
H -0.394 -2.056 5.303 0.368
H 0.078 -1.005 3.931 0.300
H 2.441 -3.441 2.825 0.390
H 1.793 -1.814 2.474 0.216
H 0.862 -3.381 0.872 0.419
H 0.311 -4.483 2.169 0.409
H 1.474 -0.621 -3.210 0.524
H 1.297 1.232 -4.910 0.437
```

# 4
ORCA calculation (wB97M-V/def2-TZVPD) on 2 unconnected molecules or ions with the total composition C4H6N2 at a distorted geometry.

- SMILES: CC#N.CC#N
- ΔE to the lowest compared entry with this formula, charge and spin: 97.8 kJ/mol
- LUMO level: 0.741 eV
- Frontier orbital gap: 12.36 eV
- 2S+1: 1
- Molar mass: 82.11 g mol⁻¹
- E_HOMO: -11.617 eV

Geometry as XYZ:
```
12
Properties=species:S:1:pos:R:3:mulliken_charge:R:1
C -0.291 2.039 -0.186 -0.876
C -1.431 1.274 0.240 0.441
N -2.423 0.692 0.310 -0.436
H -0.715 2.961 -0.545 0.283
H 0.199 1.482 -0.939 0.295
H 0.488 2.261 0.559 0.293
C 0.459 -2.145 0.262 -0.859
C 1.302 -1.038 -0.110 0.454
N 1.827 -0.171 -0.628 -0.472
H -0.536 -2.141 -0.250 0.271
H 0.213 -2.146 1.299 0.279
H 0.908 -3.067 -0.012 0.326
```

# 5
ORCA calculation (wB97M-V/def2-TZVPD) on a single C4H11NP2 molecule at a distorted geometry.

- SMILES: CCPP(#N)CC
- ΔE to the lowest compared entry with this formula, charge and spin: 320.2 kJ/mol
- LUMO level (spin up / spin down): -0.535 / -0.535 eV
- Frontier orbital gap (spin up / spin down): 7.69 / 7.69 eV
- 2S+1: 1
- Molar mass: 135.09 g mol⁻¹
- E_HOMO (spin up / spin down): -8.226 / -8.227 eV

Geometry as XYZ:
```
18
Properties=species:S:1:pos:R:3:mulliken_charge:R:1
C 2.210 -1.293 1.222 -0.922
C 2.399 -0.278 0.056 -0.339
P 0.998 0.869 -0.099 -0.191
P -0.906 -0.879 -0.359 0.317
N -1.220 -2.330 -0.654 -0.569
C -2.341 0.329 -0.263 -0.419
C -2.012 1.566 -1.083 -1.071
H 3.009 -1.326 1.902 0.303
H 1.186 -1.033 1.599 0.191
H 2.131 -2.250 0.834 0.316
H 2.278 -0.942 -0.831 0.312
H 3.420 0.252 0.187 0.353
H 0.373 0.881 1.213 0.071
H -3.253 -0.073 -0.688 0.332
H -2.488 0.600 0.778 0.341
H -2.804 2.225 -0.817 0.353
H -1.092 2.143 -0.803 0.315
H -1.887 1.539 -2.195 0.307
```

# 6
ORCA calculation (wB97M-V/def2-TZVPD) on a molecular structure, C54H42N11O4S2SeSiTl at a distorted geometry.

- ΔE to the lowest compared entry with this formula, charge and spin: 0.0 kJ/mol
- LUMO level (spin up / spin down): 2.020 / 2.399 eV
- Net charge: -2
- Frontier orbital gap (spin up / spin down): 4.27 / 4.63 eV
- 2S+1: 1
- Molar mass: 1284.57 g mol⁻¹
- E_HOMO (spin up / spin down): -2.254 / -2.233 eV

Geometry as XYZ:
```
116
Properties=species:S:1:pos:R:3:mulliken_charge:R:1
Tl -0.802 -0.078 0.763 0.822
C -4.480 -5.694 2.360 -0.657
C -4.685 -4.997 3.551 -0.527
C -4.543 -3.615 3.583 -0.171
C -4.203 -2.949 2.424 0.161
C -3.844 -1.564 2.186 0.046
N -3.443 -1.393 0.878 -0.272
C -3.530 -2.617 0.252 0.119
N -3.332 -2.847 -1.030 -0.405
C -3.077 -1.868 -1.924 -0.585
C -3.081 -2.084 -3.373 0.590
C -3.337 -3.174 -4.171 0.278
C -3.120 -3.054 -5.576 -0.706
C -2.538 -1.904 -6.088 -0.597
C -2.368 -0.762 -5.281 -0.275
C -2.705 -0.824 -3.949 -0.146
C -2.514 0.096 -2.812 -0.084
N -2.121 1.358 -2.910 -0.512
C -2.194 2.305 -1.984 -0.293
N -2.716 2.181 -0.725 -0.303
C -2.385 3.273 0.015 0.090
N -2.398 3.402 1.311 -0.379
C -2.912 2.550 2.172 0.232
N -3.248 1.264 1.881 -0.232
C -3.653 0.637 3.010 -0.131
N -3.904 -0.650 3.148 -0.506
C -3.680 1.596 4.147 0.195
C -3.902 1.516 5.518 -0.164
C -3.669 2.644 6.306 -0.479
C -3.207 3.849 5.776 -0.501
C -2.978 3.976 4.396 -0.309
C -3.186 2.817 3.604 -0.078
C -1.828 4.318 -0.894 -0.338
C -1.355 5.631 -0.707 -0.273
C -0.675 6.261 -1.758 -0.671
C -0.378 5.566 -2.934 -0.289
C -0.887 4.305 -3.164 -0.157
C -1.641 3.672 -2.158 0.528
N -2.750 -0.574 -1.642 -0.091
C -3.999 -3.640 1.201 -0.176
C -4.200 -5.019 1.170 0.128
H -4.524 -6.775 2.337 0.358
H -4.965 -5.502 4.485 0.354
H -4.736 -3.051 4.487 0.521
H -3.650 -4.157 -3.831 0.549
H -3.421 -3.877 -6.229 0.352
H -2.258 -1.864 -7.154 0.344
H -1.965 0.140 -5.725 0.523
H -4.147 0.567 5.974 0.457
H -3.802 2.474 7.357 0.364
H -2.973 4.682 6.430 0.367
H -2.532 4.830 3.909 0.478
H -1.511 6.083 0.255 0.552
H -0.351 7.300 -1.663 0.347
H 0.256 5.981 -3.703 0.437
H -0.678 3.802 -4.115 0.490
H -4.114 -5.563 0.237 0.513
C 5.777 2.664 3.373 -1.384
C 5.327 1.268 3.094 0.543
C 5.461 0.700 1.836 -0.306
C 4.791 -0.486 1.518 -0.195
C 4.026 -1.150 2.501 -0.196
C 4.129 -0.703 3.801 -0.545
C 4.755 0.486 4.090 -0.636
S 2.792 -2.386 2.013 1.242
O 3.138 -3.503 2.858 -0.812
O 3.004 -2.569 0.569 -0.764
N 1.296 -1.902 2.168 -0.112
C 0.717 -1.930 3.468 -0.684
C 0.104 -0.622 3.933 0.493
O 0.407 -0.231 5.084 -0.785
O -0.661 -0.004 3.085 -0.534
H 5.553 3.300 2.526 0.298
H 6.833 2.769 3.581 0.286
H 5.183 3.128 4.175 0.370
H 6.100 1.170 1.102 0.416
H 4.819 -0.895 0.483 0.361
H 3.550 -1.267 4.579 0.165
H 4.790 0.822 5.121 0.363
H 1.405 -2.295 4.228 0.390
H -0.121 -2.659 3.443 0.113
S 4.855 4.074 -2.001 -0.327
C 3.611 3.182 -1.184 0.740
C 2.738 3.941 -0.418 -0.514
C 1.638 3.297 0.150 -0.767
N 1.413 2.015 -0.093 0.349
C 2.202 1.300 -0.898 -0.329
C 3.324 1.842 -1.493 -0.953
C 4.375 3.617 -3.619 0.097
C 3.137 3.821 -4.197 -0.108
C 2.995 3.494 -5.560 -0.318
N 3.982 3.069 -6.331 -0.653
C 5.125 2.793 -5.708 -0.353
C 5.413 3.115 -4.400 -0.209
H 2.982 4.975 -0.220 0.470
H 0.887 3.840 0.704 0.468
H 1.984 0.217 -1.026 0.400
H 3.984 1.232 -2.113 0.486
H 2.288 4.209 -3.619 0.379
H 2.065 3.656 -6.084 0.410
H 5.892 2.320 -6.320 0.346
H 6.403 2.950 -3.972 0.382
C 2.471 -5.435 -1.466 -0.810
Si 0.723 -5.036 -1.850 0.553
C -0.031 -6.099 -3.186 -1.071
C -0.234 -5.111 -0.231 -0.247
Se 0.564 -3.069 -2.819 -0.224
H 2.614 -6.472 -1.159 0.336
H 2.830 -4.729 -0.679 0.162
H 3.053 -5.269 -2.396 0.222
H -0.174 -7.130 -2.788 0.313
H 0.730 -6.132 -3.975 0.263
H -0.987 -5.747 -3.613 0.276
H -0.118 -6.133 0.163 0.395
H -1.311 -4.887 -0.333 -0.096
H 0.242 -4.394 0.482 -0.045
```

# 7
ORCA calculation (wB97M-V/def2-TZVPD) on a molecular structure, C34H57LuN3O2SSi at a distorted geometry.

- ΔE to the lowest compared entry with this formula, charge and spin: 806.1 kJ/mol
- LUMO level (spin up / spin down): -4.214 / -4.213 eV
- Net charge: +1
- Frontier orbital gap (spin up / spin down): 4.71 / 4.71 eV
- 2S+1: 1
- Molar mass: 774.97 g mol⁻¹
- E_HOMO (spin up / spin down): -8.929 / -8.928 eV

Geometry as XYZ:
```
99
Properties=species:S:1:pos:R:3:mulliken_charge:R:1
O 0.856 -1.677 0.567 0.020
O 0.819 -0.336 -4.511 -0.324
C 2.326 -1.901 0.409 -0.386
C 2.810 -3.025 1.298 -0.930
H 2.766 -0.929 0.712 0.418
H 2.459 -2.080 -0.668 0.268
H 2.597 -2.854 2.367 0.088
H 3.901 -3.088 1.171 0.494
H 2.371 -3.986 0.991 0.286
C -0.069 -2.797 0.414 0.688
C -0.031 -3.333 -0.996 -1.430
H -1.064 -2.373 0.645 -0.501
H 0.171 -3.542 1.189 0.097
H -0.456 -2.596 -1.700 0.280
H -0.659 -4.234 -0.992 0.440
H 0.995 -3.596 -1.280 0.365
C -0.235 0.255 -5.278 -0.228
C 1.776 -1.115 -5.234 -0.182
C -1.548 -0.500 -5.153 -1.108
H 0.054 0.325 -6.341 0.405
H -0.357 1.267 -4.858 0.250
H -1.460 -1.526 -5.542 0.325
H -2.330 0.009 -5.729 0.396
H -1.872 -0.548 -4.102 0.103
C 1.203 -2.267 -6.045 -1.202
H 2.470 -1.503 -4.473 0.250
H 2.317 -0.429 -5.909 0.300
H 0.628 -2.962 -5.417 0.252
H 2.028 -2.833 -6.491 0.402
H 0.565 -1.917 -6.870 0.325
H 1.432 1.591 -2.572 0.202
N -0.983 -1.053 3.248 1.275
C -1.677 -0.387 4.248 0.601
C -2.495 0.800 3.973 -1.710
C -2.369 1.641 2.900 1.229
C -2.062 -1.131 5.521 -1.569
H -1.254 -1.700 5.998 0.397
H -2.881 -1.860 5.431 0.223
H -2.325 -0.360 6.264 0.558
C -3.218 2.876 2.807 -1.587
H -3.862 2.828 1.912 0.267
H -2.600 3.792 2.794 0.155
H -3.842 2.863 3.720 0.519
N -1.571 1.384 1.829 1.110
C -0.563 -2.380 3.604 -0.841
C 0.625 -2.738 4.250 0.979
C 1.722 -1.918 4.853 -0.661
C 0.905 -4.112 4.448 -0.799
H 1.832 -4.379 4.987 0.469
C -0.002 -5.069 4.024 -0.840
H 0.234 -6.135 4.205 0.395
C -1.217 -4.730 3.405 -1.131
H -1.937 -5.476 3.100 0.535
C -1.490 -3.346 3.194 1.670
C -2.794 -2.998 2.558 -1.655
C -1.809 1.981 0.501 -0.990
C -1.204 3.205 0.146 1.334
C -0.257 3.905 1.071 -1.464
C -1.554 3.783 -1.093 -0.927
H -1.117 4.738 -1.360 0.490
C -2.417 3.108 -1.968 -0.879
H -2.664 3.553 -2.926 0.510
C -2.982 1.867 -1.624 -1.250
H -3.661 1.345 -2.282 0.497
C -2.675 1.292 -0.371 1.180
C -3.271 -0.022 0.021 -0.908
Lu 0.099 0.118 1.389 0.721
H 2.648 -1.816 4.255 0.121
H 1.844 -2.135 5.941 0.425
H 1.541 -0.835 4.920 -0.012
H -2.848 -1.973 2.172 -0.100
H -3.631 -3.103 3.279 0.403
H -3.024 -3.697 1.722 0.411
H 0.260 4.698 0.516 0.443
H 0.520 3.243 1.496 0.269
H -0.776 4.400 1.909 0.293
H -3.777 0.006 1.000 0.265
H -2.541 -0.853 0.027 0.112
H -4.020 -0.321 -0.720 0.548
H -3.093 1.223 4.845 0.111
C 1.435 2.680 -2.481 -0.190
Si 2.977 3.525 -3.234 0.277
H 0.548 3.093 -2.965 0.021
H 1.383 2.907 -1.419 -0.009
C 4.494 2.406 -3.199 -0.952
C 3.387 5.112 -2.299 -1.034
C 2.589 4.029 -5.013 -1.030
H 3.399 4.669 -5.388 0.336
H 1.651 4.596 -5.050 0.335
H 2.498 3.147 -5.660 0.297
H 4.839 2.262 -2.167 0.310
H 5.302 2.876 -3.777 0.294
H 4.270 1.425 -3.637 0.270
H 3.401 4.936 -1.216 0.310
H 2.644 5.888 -2.525 0.308
H 4.376 5.470 -2.612 0.295
S 0.183 0.646 4.046 -0.379
C 0.242 0.449 5.847 0.641
N 0.152 0.265 7.010 -0.656
```

# 8
ORCA calculation (wB97M-V/def2-TZVPD) on a single C4H5NO molecule.

- ΔE to the lowest compared entry with this formula, charge and spin: 274.5 kJ/mol
- LUMO level: 0.444 eV
- Frontier orbital gap: 9.73 eV
- 2S+1: 1
- Molar mass: 83.09 g mol⁻¹
- E_HOMO: -9.283 eV

Geometry as XYZ:
```
11
Properties=species:S:1:pos:R:3:mulliken_charge:R:1
C -1.587 -0.245 0.130 -1.226
C -0.185 0.277 -0.146 0.701
C 0.552 1.089 0.886 -0.381
O 1.806 0.682 0.727 -0.156
C 1.858 -0.374 -0.213 0.032
N 0.756 -0.691 -0.724 -0.502
H -1.592 -1.061 0.856 0.320
H -2.023 -0.613 -0.802 0.298
H -2.210 0.568 0.514 0.345
H -0.277 1.087 -0.896 0.185
H 2.846 -0.776 -0.404 0.386
```